{
  "formula": "C54H104FIO12S",
  "method": "the ωB97M-V functional and the def2-TZVPD basis",
  "symbols": ["C", "C", "C", "C", "C", "C", "C", "C", "C", "C", "C", "C", "C", "C", "F", "C", "C", "C", "S", "I", "C", "O", "O", "C", "C", "C", "C", "O", "C", "C", "C", "C", "C", "H", "H", "H", "H", "H", "H", "H", "H", "H", "H", "H", "H", "H", "H", "H", "H", "H", "H", "H", "H", "H", "H", "H", "H", "H", "H", "H", "H", "H", "H", "H", "H", "H", "H", "H", "H", "H", "H", "H", "H", "H", "H", "H", "H", "H", "H", "H", "H", "H", "H", "C", "C", "O", "C", "H", "H", "H", "H", "H", "H", "C", "C", "O", "C", "H", "H", "H", "H", "H", "H", "C", "C", "O", "C", "H", "H", "H", "H", "H", "H", "C", "C", "O", "C", "H", "H", "H", "H", "H", "H", "C", "C", "O", "C", "H", "H", "H", "H", "H", "H", "C", "C", "O", "C", "H", "H", "H", "H", "H", "H", "C", "C", "O", "C", "H", "H", "H", "H", "H", "H", "C", "C", "O", "C", "H", "H", "H", "H", "H", "H", "C", "C", "O", "C", "H", "H", "H", "H", "H", "H"],
  "coordinates": [[-3.935, -0.933, -2.496], [-2.575, -1.472, -3.034], [-1.930, -0.513, -4.050], [-1.468, 0.829, -3.442], [-0.512, 0.597, -2.256], [0.415, 1.791, -1.936], [-0.282, 3.166, -2.009], [-1.483, 3.273, -1.032], [-1.106, 3.684, 0.435], [-1.250, 2.487, 1.433], [0.175, 1.958, 1.869], [0.076, 0.398, 1.840], [1.049, -0.355, 2.794], [1.030, -1.815, 2.234], [1.862, -1.936, 1.126], [-0.330, -2.351, 1.768], [-0.400, -3.880, 1.702], [2.521, 0.066, 2.753], [3.792, -1.138, 3.305], [3.365, 0.944, 0.947], [2.611, 1.235, 3.808], [3.409, 2.067, 3.880], [1.568, 1.032, 4.611], [0.743, -0.139, 4.321], [1.229, -1.224, 5.344], [2.342, -0.824, 6.337], [2.820, -2.135, 7.018], [1.932, 0.045, 7.375], [-0.693, 0.310, 4.691], [-0.763, 0.906, 6.108], [-1.747, -0.838, 4.512], [-2.833, -0.976, 5.589], [-2.418, -1.839, 6.825], [-3.832, -0.664, -1.445], [-4.709, -1.691, -2.619], [-4.223, -0.048, -3.071], [-2.735, -2.431, -3.539], [-1.916, -1.650, -2.184], [-2.644, -0.306, -4.855], [-1.038, -1.018, -4.439], [-2.324, 1.409, -3.082], [-0.943, 1.371, -4.234], [-1.056, 0.247, -1.371], [0.134, -0.246, -2.542], [1.249, 1.743, -2.642], [0.759, 1.675, -0.903], [-0.625, 3.375, -3.025], [0.470, 3.925, -1.760], [-2.154, 4.040, -1.433], [-2.039, 2.332, -1.037], [-1.822, 4.453, 0.749], [-0.122, 4.157, 0.472], [-1.816, 2.849, 2.293], [-1.747, 1.683, 0.887], [0.333, 2.346, 2.875], [0.863, 2.342, 1.125], [0.289, 0.087, 0.816], [-0.947, 0.202, 2.135], [1.415, -2.559, 2.941], [-1.186, -1.943, 2.299], [-0.438, -2.026, 0.727], [-1.322, -4.096, 1.154], [0.410, -4.263, 1.081], [-0.484, -4.363, 2.679], [4.889, -0.351, 3.265], [0.381, -1.529, 5.963], [1.564, -2.147, 4.869], [3.233, -0.397, 5.885], [2.074, -2.530, 7.714], [3.196, -2.868, 6.301], [3.685, -1.832, 7.636], [1.386, -0.438, 8.011], [-1.020, 1.130, 4.046], [-0.559, 0.170, 6.881], [-0.014, 1.687, 6.252], [-1.720, 1.398, 6.270], [-1.206, -1.789, 4.437], [-2.235, -0.708, 3.541], [-3.644, -1.547, 5.122], [-3.292, -0.034, 5.888], [-3.244, -2.529, 7.043], [-2.245, -1.168, 7.667], [-1.548, -2.447, 6.573], [0.935, -5.934, -1.710], [-0.501, -5.481, -1.819], [-0.841, -4.367, -1.486], [-1.499, -6.468, -2.365], [1.540, -5.123, -1.306], [1.005, -6.794, -1.043], [1.318, -6.201, -2.697], [-1.538, -7.353, -1.729], [-1.225, -6.757, -3.381], [-2.485, -6.007, -2.385], [2.089, 4.242, -5.250], [0.816, 4.222, -6.056], [-0.162, 3.616, -5.670], [0.814, 4.983, -7.357], [1.949, 3.656, -4.342], [2.906, 3.807, -5.826], [2.338, 5.268, -4.972], [1.572, 4.582, -8.025], [1.009, 6.041, -7.171], [-0.160, 4.884, -7.833], [-3.453, -9.353, -6.327], [-3.601, -8.783, -4.938], [-3.006, -9.249, -3.991], [-4.517, -7.599, -4.773], [-2.765, -10.196, -6.301], [-4.421, -9.699, -6.693], [-3.056, -8.591, -7.000], [-5.533, -7.867, -5.074], [-4.156, -6.759, -5.375], [-4.528, -7.300, -3.725], [-2.423, 8.411, -0.762], [-1.082, 7.782, -0.469], [-0.497, 7.125, -1.297], [-0.501, 8.008, 0.907], [-2.718, 8.169, -1.782], [-3.177, 8.020, -0.076], [-2.358, 9.495, -0.662], [-1.171, 7.601, 1.667], [-0.351, 9.075, 1.079], [0.460, 7.502, 0.980], [-4.149, -3.181, -6.649], [-3.086, -4.243, -6.540], [-3.364, -5.424, -6.577], [-1.662, -3.775, -6.380], [-5.124, -3.654, -6.758], [-4.155, -2.565, -5.747], [-3.961, -2.553, -7.521], [-1.564, -3.184, -5.467], [-1.369, -3.173, -7.241], [-1.003, -4.639, -6.313], [3.315, 4.474, -11.345], [1.874, 4.901, -11.203], [1.477, 5.461, -10.206], [0.951, 4.598, -12.358], [3.864, 4.752, -10.447], [3.373, 3.392, -11.473], [3.769, 4.971, -12.203], [0.908, 3.521, -12.529], [1.304, 5.101, -13.260], [-0.050, 4.957, -12.124], [6.708, 5.752, -4.451], [5.873, 4.553, -4.071], [5.265, 3.913, -4.899], [5.820, 4.178, -2.612], [6.653, 5.904, -5.528], [6.330, 6.644, -3.950], [7.750, 5.585, -4.171], [5.404, 5.000, -2.027], [6.820, 3.935, -2.249], [5.180, 3.305, -2.495], [-6.156, -2.352, 9.195], [-4.873, -3.043, 9.591], [-4.229, -3.683, 8.793], [-4.430, -2.898, 11.027], [-6.355, -2.538, 8.141], [-6.987, -2.742, 9.785], [-6.065, -1.276, 9.353], [-5.187, -3.311, 11.695], [-4.265, -1.845, 11.262], [-3.498, -3.441, 11.173], [7.635, -1.145, 10.206], [6.395, -1.045, 9.350], [5.380, -1.637, 9.638], [6.478, -0.174, 8.120], [7.437, -1.800, 11.053], [8.458, -1.562, 9.623], [7.911, -0.158, 10.580], [7.251, -0.549, 7.447], [6.704, 0.855, 8.405], [5.521, -0.191, 7.600]],
  "lowdin_charge": [-0.0905, -0.2566, -0.2272, -0.1962, -0.2089, -0.1876, -0.1989, -0.1788, -0.1793, -0.1669, -0.1853, -0.1384, -0.3077, -0.3142, -0.0554, -0.1805, -0.0826, -0.8863, 0.7967, 1.0137, -0.6551, 0.1204, 0.0342, -0.2570, -0.0591, -0.4257, -0.0344, -0.0330, -0.2393, -0.0402, -0.1571, -0.2331, -0.0854, 0.0639, 0.0612, 0.0652, 0.0776, 0.0823, 0.1052, 0.0998, 0.1039, 0.1047, 0.0919, 0.1152, 0.1049, 0.0528, 0.0857, 0.1062, 0.1018, 0.0853, 0.0907, 0.1024, 0.1024, 0.0916, 0.1095, 0.0317, 0.1041, 0.0892, 0.1237, 0.0850, 0.1165, 0.0688, 0.0683, 0.0750, -0.0963, 0.1051, 0.0951, 0.1013, 0.0881, 0.0791, 0.0618, 0.0935, 0.1220, 0.0588, 0.0893, 0.0843, 0.1048, 0.0990, 0.1004, 0.0971, 0.0487, 0.0662, 0.0662, -0.0202, -0.4993, 0.0515, -0.0201, 0.0788, 0.0870, 0.0847, 0.0912, 0.0850, 0.0783, -0.0205, -0.4888, 0.0533, -0.0322, 0.0701, 0.0741, 0.0901, 0.0649, 0.0912, 0.0825, -0.0201, -0.5003, 0.0503, -0.0232, 0.0793, 0.0840, 0.0826, 0.0879, 0.0438, 0.0767, -0.0250, -0.5108, 0.0640, -0.0262, 0.0815, 0.0837, 0.0833, 0.0834, 0.0828, 0.0810, -0.0069, -0.4749, 0.0359, -0.0060, 0.0842, 0.0752, 0.0896, 0.0643, 0.0908, 0.0830, -0.0215, -0.4923, 0.0564, -0.0226, 0.0819, 0.0855, 0.0847, 0.0851, 0.0846, 0.0819, -0.0234, -0.4990, 0.0570, -0.0192, 0.0804, 0.0850, 0.0843, 0.0873, 0.0857, 0.0800, -0.0225, -0.5014, 0.0535, -0.0229, 0.0816, 0.0846, 0.0850, 0.0846, 0.0849, 0.0820, -0.0265, -0.5001, 0.0662, -0.0145, 0.0803, 0.0840, 0.0842, 0.0867, 0.0882, 0.0690],
  "orbital_gap_ev": 9.018,
  "e_tot_ev": -103907.1202
}

{
  "formula": "C54H104O26S7",
  "method": "the ωB97M-V functional and the def2-TZVPD basis",
  "symbols": ["C", "C", "C", "O", "C", "O", "O", "H", "H", "H", "H", "H", "H", "C", "C", "C", "O", "C", "O", "O", "H", "H", "H", "H", "H", "H", "C", "C", "O", "C", "H", "H", "H", "H", "H", "H", "C", "C", "O", "C", "H", "H", "H", "H", "H", "H", "C", "C", "O", "C", "H", "H", "H", "H", "H", "H", "C", "C", "O", "C", "H", "H", "H", "H", "H", "H", "C", "C", "O", "C", "H", "H", "H", "H", "H", "H", "C", "C", "O", "C", "H", "H", "H", "H", "H", "H", "C", "C", "C", "S", "O", "O", "C", "H", "H", "H", "H", "H", "H", "H", "H", "C", "C", "C", "S", "O", "O", "C", "H", "H", "H", "H", "H", "H", "H", "H", "C", "C", "C", "S", "O", "O", "C", "H", "H", "H", "H", "H", "H", "H", "H", "C", "C", "C", "S", "O", "O", "C", "H", "H", "H", "H", "H", "H", "H", "H", "C", "C", "C", "S", "O", "O", "C", "H", "H", "H", "H", "H", "H", "H", "H", "C", "C", "C", "S", "O", "O", "C", "H", "H", "H", "H", "H", "H", "H", "H", "C", "C", "C", "S", "O", "O", "C", "H", "H", "H", "H", "H", "H", "H", "H"],
  "coordinates": [[2.586, -2.122, 3.828], [2.910, -2.492, 5.264], [3.944, -1.538, 5.925], [3.333, -1.184, 7.192], [2.002, -1.489, 7.143], [1.231, -1.053, 7.906], [1.723, -2.313, 6.099], [3.471, -2.043, 3.194], [2.140, -1.116, 3.832], [1.855, -2.779, 3.364], [3.274, -3.525, 5.279], [4.080, -0.659, 5.278], [4.915, -2.009, 6.046], [1.145, 7.683, -3.266], [1.653, 6.865, -2.077], [0.525, 6.255, -1.219], [0.802, 4.873, -1.211], [1.813, 4.603, -2.084], [2.072, 3.515, -2.427], [2.379, 5.709, -2.542], [0.372, 7.131, -3.808], [1.970, 7.782, -3.974], [0.778, 8.643, -2.921], [2.341, 7.515, -1.533], [-0.457, 6.434, -1.653], [0.567, 6.701, -0.226], [0.727, -4.866, 1.700], [-0.751, -5.116, 1.815], [-1.267, -6.024, 1.224], [-1.476, -4.284, 2.835], [1.115, -5.273, 0.771], [1.261, -5.250, 2.573], [0.999, -3.799, 1.665], [-1.510, -3.244, 2.517], [-0.954, -4.418, 3.784], [-2.492, -4.667, 2.925], [-4.043, -3.377, -0.991], [-3.216, -2.613, -0.019], [-2.028, -2.698, -0.027], [-3.927, -1.811, 1.059], [-4.317, -4.330, -0.509], [-3.494, -3.676, -1.883], [-4.978, -2.886, -1.252], [-5.010, -1.826, 0.995], [-3.551, -0.785, 1.021], [-3.608, -2.252, 2.008], [3.145, -3.059, -4.206], [4.302, -2.785, -3.289], [5.381, -2.401, -3.712], [4.064, -2.860, -1.784], [2.361, -2.321, -4.046], [2.832, -4.096, -4.049], [3.510, -3.001, -5.230], [4.727, -3.579, -1.301], [3.018, -3.144, -1.598], [4.253, -1.921, -1.266], [4.272, 2.772, 4.243], [3.669, 2.242, 2.981], [3.968, 1.166, 2.556], [2.635, 3.099, 2.290], [5.021, 3.531, 3.986], [4.794, 1.977, 4.778], [3.563, 3.201, 4.952], [2.933, 3.160, 1.235], [2.594, 4.111, 2.687], [1.651, 2.641, 2.308], [-0.821, 2.809, 3.674], [-0.789, 2.135, 5.008], [-1.558, 2.326, 5.876], [0.367, 1.192, 5.227], [0.019, 3.499, 3.582], [-1.712, 3.436, 3.582], [-0.810, 2.077, 2.869], [0.392, 0.529, 4.357], [0.311, 0.692, 6.188], [1.320, 1.742, 5.231], [0.906, 0.881, -4.945], [2.050, 1.396, -5.794], [1.872, 1.993, -6.813], [3.407, 0.902, -5.438], [0.974, -0.182, -4.749], [-0.030, 1.167, -5.420], [1.017, 1.409, -3.982], [3.504, -0.169, -5.596], [3.654, 1.168, -4.408], [4.113, 1.436, -6.075], [-1.943, -1.708, 7.317], [-3.281, -0.962, 7.372], [-3.496, -0.486, 5.985], [-2.848, -1.715, 4.825], [-1.855, -1.114, 3.959], [-3.942, -2.477, 4.294], [-1.984, -2.631, 6.145], [-1.765, -2.219, 8.262], [-1.133, -0.989, 7.206], [-3.166, -0.162, 8.094], [-4.060, -1.668, 7.658], [-2.853, 0.384, 5.829], [-4.525, -0.243, 5.732], [-0.995, -2.859, 5.754], [-2.552, -3.539, 6.336], [-5.381, 3.287, 2.233], [-4.395, 2.114, 2.056], [-4.397, 1.304, 3.326], [-6.144, 1.192, 3.736], [-6.324, 1.187, 5.159], [-6.750, 0.155, 2.947], [-6.590, 2.777, 3.034], [-5.558, 3.664, 1.233], [-4.897, 4.098, 2.780], [-3.396, 2.421, 1.733], [-4.744, 1.488, 1.222], [-3.916, 1.838, 4.156], [-4.018, 0.286, 3.361], [-6.678, 3.449, 3.894], [-7.572, 2.830, 2.577], [-0.664, 0.574, 0.201], [0.415, -0.134, 1.050], [1.050, -1.138, 0.124], [1.206, -0.297, -1.468], [0.626, -1.123, -2.488], [2.523, 0.251, -1.636], [0.057, 1.032, -1.057], [-1.146, 1.389, 0.738], [-1.465, -0.138, -0.036], [0.032, -0.556, 1.981], [1.120, 0.665, 1.334], [0.310, -1.926, -0.062], [2.031, -1.566, 0.316], [-0.558, 1.182, -1.935], [0.684, 1.869, -0.747], [-1.785, 3.704, -3.237], [-2.964, 2.947, -2.649], [-3.928, 4.018, -2.198], [-3.806, 5.378, -3.371], [-3.573, 6.591, -2.629], [-4.883, 5.270, -4.301], [-2.253, 4.844, -4.120], [-0.943, 3.133, -3.629], [-1.321, 4.197, -2.363], [-2.663, 2.324, -1.803], [-3.446, 2.263, -3.353], [-3.714, 4.391, -1.198], [-4.968, 3.691, -2.194], [-1.586, 5.692, -3.992], [-2.413, 4.616, -5.169], [-1.908, -1.963, -5.018], [-1.893, -1.699, -6.516], [-3.183, -1.030, -6.895], [-3.217, 0.292, -5.658], [-4.559, 0.700, -5.314], [-2.264, 1.272, -6.101], [-2.510, -0.733, -4.361], [-0.872, -2.045, -4.713], [-2.470, -2.860, -4.791], [-1.700, -2.609, -7.094], [-1.060, -1.057, -6.821], [-4.061, -1.647, -6.682], [-3.299, -0.528, -7.847], [-3.402, -0.985, -3.779], [-1.854, -0.154, -3.720], [5.337, 1.818, -0.671], [5.336, 1.905, -2.195], [5.735, 0.521, -2.680], [7.060, -0.005, -1.592], [8.342, 0.369, -2.142], [6.871, -1.335, -1.102], [6.705, 1.228, -0.311], [4.522, 1.158, -0.367], [5.249, 2.768, -0.143], [6.064, 2.639, -2.567], [4.364, 2.187, -2.605], [5.978, 0.433, -3.732], [4.905, -0.161, -2.481], [7.452, 2.005, -0.400], [6.690, 0.687, 0.632], [-0.909, -5.793, -2.224], [0.214, -4.737, -2.156], [1.456, -5.548, -2.015], [1.310, -6.925, -3.114], [1.602, -8.144, -2.408], [1.848, -6.608, -4.407], [-0.475, -6.763, -3.297], [-1.868, -5.306, -2.351], [-0.840, -6.224, -1.220], [0.129, -4.077, -1.293], [0.255, -4.104, -3.042], [1.451, -5.992, -1.018], [2.416, -5.060, -2.134], [-0.892, -7.763, -3.224], [-0.655, -6.338, -4.282]],
  "lowdin_charge": [-0.0185, -0.2735, -0.0638, 0.0624, -0.5732, 0.1745, 0.0678, 0.1008, 0.0757, 0.0563, 0.1509, 0.1198, 0.1324, -0.0098, -0.2803, -0.0940, 0.0390, -0.5876, 0.1747, 0.1113, 0.0771, 0.0926, 0.0925, 0.1496, 0.1217, 0.1332, -0.0047, -0.4985, 0.0870, -0.0178, 0.0571, 0.0970, 0.0603, 0.0581, 0.0893, 0.0949, -0.0061, -0.4959, 0.0641, 0.0119, 0.1089, 0.0652, 0.0844, 0.0894, 0.0741, 0.0526, -0.0033, -0.4566, 0.0616, -0.0170, 0.0678, 0.0647, 0.0888, 0.0983, 0.0530, 0.0587, -0.0201, -0.5187, 0.0727, -0.0083, 0.0974, 0.0790, 0.0817, 0.0850, 0.0835, 0.0493, -0.0072, -0.5256, 0.1048, 0.0049, 0.0799, 0.0857, 0.0649, 0.0680, 0.0733, 0.0874, -0.0090, -0.5044, 0.0920, -0.0031, 0.0619, 0.0588, 0.0686, 0.0894, 0.0606, 0.0938, -0.2237, -0.1946, -0.2336, 0.6668, -0.3406, -0.3121, -0.2094, 0.1276, 0.0926, 0.1275, 0.1258, 0.0813, 0.0842, 0.0846, 0.1133, -0.1928, -0.2348, -0.2337, 0.6592, -0.3133, -0.3020, -0.2070, 0.1059, 0.1138, 0.0984, 0.1143, 0.1065, 0.0689, 0.1022, 0.1095, -0.2011, -0.2015, -0.2113, 0.6576, -0.3253, -0.2973, -0.2007, 0.0934, 0.0999, 0.1025, 0.1013, 0.0786, 0.1005, 0.0809, 0.0982, -0.2151, -0.2118, -0.2262, 0.6676, -0.3315, -0.2983, -0.1927, 0.1106, 0.1017, 0.1021, 0.1007, 0.0990, 0.1078, 0.0786, 0.1122, -0.1997, -0.2398, -0.2101, 0.6545, -0.3232, -0.3193, -0.2170, 0.0964, 0.1148, 0.1239, 0.1176, 0.1128, 0.1105, 0.0995, 0.0846, -0.2234, -0.2196, -0.2433, 0.6684, -0.3260, -0.3120, -0.2110, 0.0943, 0.1079, 0.1266, 0.0838, 0.1089, 0.0644, 0.1002, 0.0981, -0.1938, -0.2186, -0.2621, 0.6726, -0.3072, -0.3177, -0.2117, 0.0998, 0.1030, 0.0962, 0.1101, 0.0889, 0.0789, 0.1060, 0.1031],
  "orbital_gap_ev": 8.960,
  "e_tot_ev": -186764.6409
}